(1)
ORCA calculation (wB97M-V/def2-TZVPD) on an isolated molecule of C15H17BrN2O3S2.

Computed properties:
* largest force on an atom: 1.13 eV Å⁻¹
* SMILES string: CN(CC(=O)NCCc1ccccc1)S(=O)(=O)c1ccc(Br)s1
* highest occupied orbital energy: -9.098 eV

ORCA input file:
```
! RIJCOSX wB97M-V def2-TZVPD def2/J DEFGRID3
* xyz 0 1
Br 3.906 -1.101 2.477
S 1.152 -1.086 0.996
S -0.820 -2.204 -0.934
O -1.378 -3.514 -1.023
O -1.524 -1.188 -0.203
O -2.015 0.749 -2.892
N -0.356 -1.722 -2.464
N -0.831 1.354 -1.065
C 0.899 2.523 1.563
C -1.214 -2.162 -3.549
C -0.302 0.981 3.516
C -1.078 1.637 2.577
C 1.677 1.873 2.506
C -1.038 0.633 -2.182
C -1.910 2.082 -0.428
C -1.334 3.104 0.554
C 2.876 -2.965 0.528
C 2.690 -1.836 1.270
C 0.770 -2.310 -0.148
C 1.078 1.100 3.485
C -0.487 2.419 1.592
C 0.095 -0.343 -2.534
C 1.759 -3.233 -0.291
H 0.427 -0.156 -3.558
H 1.678 -4.073 -0.955
H -2.558 1.371 0.098
H -2.029 -1.459 -3.732
H 1.372 3.129 0.803
H -2.164 3.626 1.034
H -0.736 3.834 0.007
H 3.764 -3.569 0.569
H -2.153 1.546 2.611
H -1.620 -3.128 -3.261
H 1.685 0.597 4.223
H -2.491 2.568 -1.215
H 2.752 1.972 2.479
H 0.943 -0.231 -1.854
H -0.609 -2.270 -4.450
H -0.776 0.380 4.278
H -0.100 1.071 -0.428
*
```

(2)
ORCA calculation (wB97M-V/def2-TZVPD) on an isolated molecule of C12H22BrFN2O5.

Computed properties:
* largest force on an atom: 5.23 eV Å⁻¹
* SMILES string: CC[C@@H](F)[C@]1(CN)OC(=O)O[C@@]1(Br)OCCNC[C@@H](C)O
* highest occupied orbital energy: -8.897 eV

ORCA input file:
```
! RIJCOSX wB97M-V def2-TZVPD def2/J DEFGRID3
* xyz 0 1
Br 3.792 1.676 0.206
F 3.145 -0.241 2.736
O 0.971 -2.825 -0.110
O 2.525 -0.955 -0.021
O 1.339 0.798 -1.105
O 0.409 -0.734 0.796
O -3.426 -1.906 -1.730
N 0.388 2.892 0.818
N -0.479 0.288 -2.928
C 0.959 -1.077 3.446
C 1.188 0.441 1.227
C 2.194 0.476 -0.013
C 1.950 0.516 -2.393
C 0.040 1.553 1.372
C 0.847 -0.344 -3.234
C -0.578 -0.735 3.797
C 1.293 -1.656 0.165
C -2.374 -0.884 -1.593
C -1.598 -0.704 -3.009
C 1.733 0.118 2.704
C -3.086 0.467 -1.100
H -0.928 1.139 0.898
H 1.022 -2.079 2.875
H -0.477 3.464 0.811
H 1.128 3.364 1.353
H -1.196 -0.662 2.824
H -0.662 1.099 -3.531
H 0.827 -1.445 -2.921
H -1.253 -1.739 -3.390
H -2.918 0.620 0.034
H 2.965 0.002 -2.341
H 1.650 1.067 3.354
H 2.051 1.514 -2.952
H -3.148 -2.593 -1.079
H 1.491 -1.280 4.450
H -0.212 1.697 2.494
H 1.120 -0.302 -4.347
H -2.718 1.416 -1.615
H -1.074 -1.533 4.443
H -0.613 0.266 4.355
H -4.223 0.360 -1.230
H -1.662 -1.216 -0.764
H -2.400 -0.323 -3.752
*
```

(3)
ORCA calculation (wB97M-V/def2-TZVPD) on a 2-piece molecular cluster, C2H9NS2 overall.

Computed properties:
* largest force on an atom: 1.86 eV Å⁻¹
* SMILES string: CCN.SS
* highest occupied orbital energy: -8.600 eV

ORCA input file:
```
! RIJCOSX wB97M-V def2-TZVPD def2/J DEFGRID3
* xyz 0 1
S -0.850 -3.370 -0.575
S 1.206 -3.119 -0.477
N 0.302 4.604 1.700
C 0.111 4.450 0.206
C -1.210 3.722 0.030
H -1.092 2.642 0.158
H -1.582 3.808 -0.997
H 0.867 3.799 1.947
H -1.181 -2.073 -0.684
H 0.883 3.776 -0.190
H -1.957 3.982 0.776
H 1.521 -4.317 0.004
H 0.910 5.397 1.869
H 0.319 5.398 -0.278
*
```

(4)
ORCA calculation (wB97M-V/def2-TZVPD) on a 2-piece molecular cluster, C6H14ClP overall.

Computed properties:
* largest force on an atom: 3.89 eV Å⁻¹
* highest occupied orbital energy (alpha / beta): -7.312 / -7.611 eV

ORCA input file:
```
! RIJCOSX wB97M-V def2-TZVPD def2/J DEFGRID3
* xyz 0 1
Cl 2.661 0.656 0.423
P 1.624 -0.312 -0.997
C 0.429 -1.268 0.012
C 0.555 -1.364 1.474
C -0.726 1.615 -1.575
C -0.620 -2.075 -0.644
C -0.282 2.009 0.997
C -0.819 1.142 -0.174
H 0.083 -0.408 1.850
H 2.552 -1.481 -1.034
H 0.345 2.800 0.825
H 1.498 -1.586 1.916
H -1.560 -2.459 0.030
H 0.423 1.744 -1.844
H -1.107 2.457 1.462
H -1.678 0.553 -0.057
H -0.174 -3.022 -1.057
H -1.151 2.590 -1.695
H -1.038 -1.545 -1.512
H -1.065 0.754 -2.162
H -0.114 -2.246 1.990
H 0.164 1.444 1.772
*
```